Density functional theory data (the ωB97M-V functional and the def2-TZVPD basis) for a cluster of 26 separate species, C34H97ClN2O28S3 in total at a distorted geometry.

Last columns: bonded neighbours and bond lengths (Å).
Positions of all 165 atoms, in Å:
1 C -5.396 0.900 2.806  C2 1.431, H44 1.155, H45 1.147
2 C -5.074 2.200 2.303  C1 1.431, C3 1.631, H46 1.139
3 C -4.438 2.417 0.817  C2 1.631, C4 1.599, H47 1.136, H48 1.146
4 C -3.801 1.011 0.401  C3 1.599, C5 1.582, C14 1.577
5 C -2.483 0.605 1.177  C4 1.582, C6 1.551, H49 1.147
6 C -1.813 -0.748 0.820  C5 1.551, C7 1.550, S43 1.880
7 C -2.305 -1.728 -0.276  C6 1.550, C8 1.577, N19 1.466
8 C -3.618 -1.302 -1.037  C7 1.577, C9 1.629, C14 1.596
9 C -4.191 -2.283 -2.206  C8 1.629, C10 1.638, H50 1.159, H51 1.153
10 C -4.920 -3.618 -1.599  C9 1.638, C11 1.634, H52 1.157, H53 1.141
11 C -4.806 -4.735 -2.786  C10 1.634, C12 1.609, H54 1.156, H55 1.144
12 C -3.474 -5.620 -2.616  C11 1.609, O13 1.475, H56 1.153, H57 1.154
13 O -2.611 -5.577 -3.812  C12 1.475, H58 0.985
14 C -4.397 0.049 -0.698  C4 1.577, C8 1.596, C15 1.615
15 C -5.768 0.499 -1.423  C14 1.615, Cl16 1.883, C17 1.611, H59 1.156
16 Cl -7.171 0.831 -0.213  C15 1.883
17 C -5.642 1.826 -2.328  C15 1.611, C18 1.604, H60 1.158, H61 1.159
18 C -4.147 2.342 -2.594  C17 1.604, H62 1.157, H63 1.159, H64 1.139
19 N -1.714 -3.017 -0.649  C7 1.466, C20 1.465, H65 1.029
20 C -0.294 -3.173 -0.324  N19 1.465, C21 1.580, C42 1.551
21 C 0.482 -4.245 -1.186  C20 1.580, C22 1.557, H66 1.150
22 C 1.984 -4.585 -0.953  C21 1.557, C23 1.587, H67 1.149
23 C 2.791 -3.849 0.198  C22 1.587, C24 1.604, C30 1.574
24 C 4.321 -4.279 0.411  C23 1.604, C25 1.604, H68 1.157, H69 1.158
25 C 5.165 -3.753 -0.847  C24 1.604, O26 1.460, H70 1.157, H71 1.147
26 O 4.928 -4.575 -2.030  C25 1.460, C27 1.436
27 C 4.519 -3.749 -3.132  O26 1.436, C28 1.620, O29 1.272
28 C 3.201 -4.158 -3.980  C27 1.620, H72 1.149, H73 1.152, H74 1.145
29 O 5.170 -2.721 -3.499  C27 1.272
30 C 2.056 -2.752 1.055  C23 1.574, C31 1.595, C42 1.582
31 C 2.805 -1.951 2.214  C30 1.595, C32 1.630, H75 1.151, H76 1.153
32 C 2.308 -2.392 3.703  C31 1.630, C33 1.616, H77 1.158, H78 1.146
33 C 2.616 -1.189 4.737  C32 1.616, S34 1.850, H79 1.155, H80 1.151
34 S 1.445 0.236 4.602  C33 1.850, C35 1.838
35 C 2.212 1.622 3.669  S34 1.838, S36 1.687, N37 1.476
36 S 3.795 1.646 3.086  C35 1.687
37 N 1.370 2.808 3.418  C35 1.476, C38 1.493, C40 1.498
38 C 1.901 4.022 4.107  N37 1.493, C39 1.634, H81 1.149, H82 1.149
39 C 2.012 3.658 5.695  C38 1.634, H83 1.139, H84 1.150, H85 1.144
40 C 1.107 3.017 1.958  N37 1.498, C41 1.608, H86 1.148, H87 1.142
41 C 1.620 4.420 1.364  C40 1.608, H88 1.141, H89 1.148, H90 1.156
42 C 0.527 -2.454 0.778  C20 1.551, C30 1.582, S43 1.842
43 S -0.292 -1.186 1.834  C6 1.880, C42 1.842
44 H -5.492 0.705 3.940  C1 1.155
45 H -5.613 -0.004 2.133  C1 1.147
46 H -5.249 3.071 3.015  C2 1.139
47 H -5.229 2.821 0.108  C3 1.136
48 H -3.575 3.157 0.957  C3 1.146
49 H -2.028 1.280 1.986  C5 1.147
50 H -3.336 -2.703 -2.868  C9 1.159
51 H -4.869 -1.714 -2.944  C9 1.153
52 H -4.398 -3.987 -0.634  C10 1.157
53 H -6.017 -3.370 -1.408  C10 1.141
54 H -4.689 -4.129 -3.764  C11 1.156
55 H -5.767 -5.347 -2.893  C11 1.144
56 H -3.804 -6.710 -2.443  C12 1.153
57 H -2.893 -5.200 -1.712  C12 1.154
58 H -1.687 -5.465 -3.490  O13 0.985
59 H -6.199 -0.322 -2.114  C15 1.156
60 H -6.326 2.649 -1.886  C17 1.158
61 H -6.099 1.593 -3.368  C17 1.159
62 H -4.195 2.997 -3.547  C18 1.157
63 H -3.829 3.077 -1.757  C18 1.159
64 H -3.369 1.525 -2.753  C18 1.139
65 H -1.792 -3.226 -1.653  N19 1.029
66 H -0.038 -4.845 -2.018  C21 1.150
67 H 2.508 -5.382 -1.594  C22 1.149
68 H 4.757 -3.881 1.407  C24 1.157
69 H 4.388 -5.431 0.509  C24 1.158
70 H 4.870 -2.644 -0.993  C25 1.157
71 H 6.275 -3.832 -0.565  C25 1.147
72 H 2.300 -3.491 -3.730  C28 1.149
73 H 3.432 -4.006 -5.098  C28 1.152
74 H 2.962 -5.269 -3.842  C28 1.145
75 H 2.595 -0.824 2.116  C31 1.151
76 H 3.947 -2.107 2.222  C31 1.153
77 H 2.870 -3.339 4.062  C32 1.158
78 H 1.195 -2.660 3.739  C32 1.146
79 H 2.485 -1.627 5.797  C33 1.155
80 H 3.693 -0.835 4.537  C33 1.151
81 H 1.196 4.927 4.054  C38 1.149
82 H 2.969 4.298 3.785  C38 1.149
83 H 1.309 2.814 5.997  C39 1.139
84 H 3.115 3.450 5.950  C39 1.150
85 H 1.700 4.598 6.267  C39 1.144
86 H -0.025 2.978 1.776  C40 1.148
87 H 1.576 2.190 1.326  C40 1.142
88 H 1.013 5.282 1.801  C41 1.141
89 H 2.746 4.585 1.522  C41 1.148
90 H 1.456 4.396 0.220  C41 1.156
91 O 7.000 -4.080 -5.547  H92 0.965, H93 0.967
92 H 6.784 -3.873 -6.465  O91 0.965
93 H 6.373 -3.552 -5.034  O91 0.967
94 O -1.873 4.630 1.248  H95 0.966, H96 0.966
95 H -2.082 4.830 0.326  O94 0.966
96 H -2.503 5.162 1.750  O94 0.966
97 O 7.255 -1.504 0.106  H98 0.967, H99 0.966
98 H 7.209 -0.538 0.139  O97 0.967
99 H 7.643 -1.690 -0.759  O97 0.966
100 O -1.280 3.317 6.944  H101 0.967, H102 0.965
101 H -1.499 2.665 7.623  O100 0.967
102 H -1.288 2.810 6.122  O100 0.965
103 O -10.403 -0.946 -0.373  H104 0.965, H105 0.966
104 H -10.100 -1.815 -0.083  O103 0.965
105 H -9.606 -0.400 -0.348  O103 0.966
106 O 0.329 -5.072 -4.623  H107 0.965, H108 0.966
107 H 0.880 -5.863 -4.578  O106 0.965
108 H 0.400 -4.789 -5.543  O106 0.966
109 O -6.081 -2.866 2.003  H110 0.962, H111 0.967
110 H -6.247 -2.066 1.496  O109 0.962
111 H -6.326 -2.623 2.906  O109 0.967
112 O 8.953 -2.765 -3.206  H113 0.967, H114 0.965
113 H 8.270 -3.264 -3.675  O112 0.967
114 H 9.756 -3.282 -3.345  O112 0.965
115 O -0.634 1.205 9.052  H116 0.966, H117 0.965
116 H -0.794 1.444 9.974  O115 0.966
117 H -0.365 0.279 9.093  O115 0.965
118 O -3.672 2.690 -5.802  H119 0.965, H120 0.966
119 H -4.491 2.499 -6.277  O118 0.965
120 H -3.196 3.290 -6.390  O118 0.966
121 O 3.288 6.783 1.078  H122 0.965, H123 0.966
122 H 3.395 6.715 0.122  O121 0.965
123 H 2.650 7.499 1.191  O121 0.966
124 O -4.374 -7.768 -5.472  H125 0.966, H126 0.965
125 H -3.930 -7.012 -5.065  O124 0.966
126 H -4.070 -8.524 -4.956  O124 0.965
127 O 2.389 8.820 -0.791  H128 0.967, H129 0.966
128 H 2.338 9.785 -0.767  O127 0.967
129 H 2.796 8.628 -1.645  O127 0.966
130 O -8.196 -4.712 2.379  H131 0.965, H132 0.970
131 H -7.883 -5.579 2.663  O130 0.965
132 H -7.400 -4.156 2.399  O130 0.970
133 O -5.379 5.039 0.266  H134 0.966, H135 0.966
134 H -5.640 5.199 -0.651  O133 0.966
135 H -6.213 5.052 0.752  O133 0.966
136 O 8.346 0.903 -0.749  H137 0.965, H138 0.966
137 H 8.300 1.867 -0.715  O136 0.965
138 H 8.735 0.717 -1.613  O136 0.966
139 O 5.247 9.270 1.999  H140 0.967, H141 0.965
140 H 4.565 8.771 1.527  O139 0.967
141 H 6.047 8.745 1.874  O139 0.965
142 O -0.078 6.372 -0.838  H143 0.967, H144 0.968
143 H 0.224 5.501 -0.547  O142 0.967
144 H 0.722 6.916 -0.825  O142 0.968
145 O 2.699 -0.466 -1.727  H146 0.968, H147 0.965
146 H 2.493 -1.121 -1.046  O145 0.968
147 H 2.679 -0.970 -2.550  O145 0.965
148 O 10.144 -4.957 -6.235  H149 0.967, H150 0.965
149 H 9.197 -4.953 -6.034  O148 0.967
150 H 10.272 -4.166 -6.771  O148 0.965
151 O 2.332 2.925 8.942  H152 0.967, H153 0.965
152 H 1.394 2.703 9.013  O151 0.967
153 H 2.344 3.709 8.379  O151 0.965
154 O 1.179 -6.551 1.913  H155 0.965, H156 0.969
155 H 0.234 -6.531 2.111  O154 0.965
156 H 1.328 -5.757 1.377  O154 0.969
157 O -3.513 -2.698 -5.385  H158 0.967, H159 0.965
158 H -2.955 -3.487 -5.329  O157 0.967
159 H -3.414 -2.407 -6.300  O157 0.965
160 O 2.867 11.499 1.921  H161 0.965, H162 0.966
161 H 3.322 12.257 2.307  O160 0.965
162 H 3.154 10.753 2.462  O160 0.966
163 O 0.339 5.906 -3.830  H164 0.969, H165 0.965
164 H 0.183 6.153 -2.906  O163 0.969
165 H 0.617 4.984 -3.781  O163 0.965

## Properties
HOMO: -7.5 eV
E_LUMO: -0.28 eV
2S+1: 1
Kohn-Sham gap: 7.17 eV

These are the Löwdin partial charges, in e, on atoms 1 to 99:
1 C -0.04
2 C -0.14
3 C -0.19
4 C -0.13
5 C -0.01
6 C -0.36
7 C -0.13
8 C -0.02
9 C -0.16
10 C -0.17
11 C -0.17
12 C -0.22
13 O -0.14
14 C -0.10
15 C -0.54
16 Cl 0.59
17 C -0.26
18 C -0.11
19 N 0.03
20 C -0.16
21 C 0.00
22 C -0.03
23 C -0.12
24 C -0.12
25 C -0.17
26 O -0.07
27 C -0.36
28 C -0.02
29 O 0.02
30 C -0.12
31 C -0.18
32 C -0.25
33 C -0.47
34 S 0.84
35 C -0.99
36 S 0.66
37 N -0.25
38 C -0.25
39 C -0.12
40 C -0.23
41 C -0.12
42 C -0.34
43 S 0.90
44 H 0.07
45 H 0.03
46 H 0.09
47 H 0.05
48 H 0.08
49 H 0.11
50 H 0.09
51 H 0.11
52 H 0.11
53 H 0.11
54 H 0.10
55 H 0.11
56 H 0.12
57 H 0.11
58 H 0.04
59 H 0.09
60 H 0.09
61 H 0.11
62 H 0.06
63 H 0.07
64 H 0.09
65 H 0.10
66 H 0.07
67 H 0.10
68 H 0.12
69 H 0.13
70 H 0.14
71 H 0.13
72 H 0.09
73 H 0.10
74 H 0.08
75 H 0.07
76 H 0.12
77 H 0.12
78 H 0.09
79 H 0.09
80 H 0.07
81 H 0.13
82 H 0.10
83 H 0.05
84 H 0.09
85 H 0.08
86 H 0.09
87 H 0.11
88 H 0.08
89 H 0.07
90 H 0.08
91 O -0.05
92 H 0.05
93 H 0.00
94 O -0.06
95 H 0.04
96 H 0.05
97 O -0.08
98 H 0.01
99 H 0.02